[1]
Computed, not measured: a 7-piece molecular cluster, C17H42O13S4 overall in a non-equilibrium geometry, with wB97M-V/def2-TZVPD.

```
76
Properties=species:S:1:pos:R:3:mulliken_charge:R:1
C -0.07 8.13 -4.87 -0.828
S -1.43 7.74 -3.73 0.483
O -2.53 6.96 -4.43 -0.605
C -0.51 6.64 -2.56 -0.894
H -0.08 7.48 -5.75 0.302
H 0.87 8.07 -4.32 0.270
H -0.02 9.18 -5.13 0.318
H -0.41 5.71 -3.10 0.315
H -0.93 6.34 -1.60 0.334
H 0.54 6.93 -2.50 0.305
C -5.66 -5.47 -0.69 -0.963
S -4.58 -4.26 0.17 0.475
O -4.91 -3.14 -0.83 -0.603
C -5.49 -4.06 1.73 -0.820
H -5.73 -6.47 -0.25 0.377
H -5.21 -5.60 -1.67 0.304
H -6.70 -5.16 -0.82 0.327
H -4.90 -3.56 2.50 0.306
H -5.76 -5.07 2.03 0.298
H -6.42 -3.54 1.55 0.298
C 6.66 3.14 5.28 -0.881
S 6.69 1.98 6.75 0.491
O 5.37 1.36 7.18 -0.607
C 7.65 0.53 6.11 -0.868
H 7.59 3.71 5.18 0.331
H 5.72 3.68 5.28 0.344
H 6.54 2.54 4.38 0.263
H 7.39 0.31 5.07 0.288
H 7.35 -0.30 6.74 0.310
H 8.69 0.86 6.11 0.328
C 1.80 -0.04 2.89 -0.904
S 0.69 1.44 2.84 0.475
O 1.38 2.52 1.92 -0.618
C -0.53 0.63 1.66 -0.864
H 2.48 0.17 3.72 0.319
H 2.46 -0.27 2.07 0.311
H 1.18 -0.90 3.14 0.349
H -0.16 -0.28 1.20 0.297
H -0.71 1.43 0.94 0.307
H -1.47 0.60 2.20 0.330
C 5.78 -5.89 3.21 -0.628
O 5.02 -6.87 3.99 -0.318
C 4.91 -8.07 3.49 0.823
O 5.57 -8.42 2.51 -0.581
O 3.92 -8.66 4.11 -0.299
C 3.41 -9.89 3.73 -0.605
H 5.61 -4.96 3.75 0.228
H 5.36 -5.86 2.20 0.305
H 6.84 -6.08 3.37 0.285
H 3.00 -9.88 2.72 0.275
H 2.69 -10.17 4.49 0.206
H 4.30 -10.52 3.78 0.309
C -11.38 2.06 -5.63 -0.689
O -10.15 1.66 -5.14 -0.311
C -9.25 2.55 -4.79 0.872
O -9.25 3.77 -5.14 -0.637
O -8.33 2.00 -4.11 -0.306
C -7.21 2.68 -3.64 -0.606
H -12.01 2.16 -4.74 0.287
H -11.90 1.37 -6.30 0.255
H -11.47 3.03 -6.10 0.324
H -6.60 2.47 -4.52 0.280
H -6.87 2.20 -2.73 0.192
H -7.45 3.74 -3.59 0.337
C 1.29 0.09 -3.23 -0.636
O 2.28 0.44 -2.33 -0.268
C 3.21 1.44 -2.68 0.760
O 3.38 1.88 -3.83 -0.571
O 3.96 1.64 -1.59 -0.260
C 5.18 2.40 -1.79 -0.642
H 1.28 0.72 -4.12 0.337
H 0.34 0.29 -2.72 0.224
H 1.30 -0.98 -3.44 0.237
H 5.53 2.13 -2.79 0.323
H 5.87 2.10 -1.00 0.206
H 5.00 3.48 -1.78 0.284
```

The energy relative to the best compared isomer or geometry (same formula, charge and spin) is 64.23 kcal per mole. Its largest force on an atom is 6.18 eV/A. The total energy is -88260.957 eV.

=====

[2]
Computed, not measured: one molecule with the formula C5H8ClPS in a non-equilibrium geometry, with wB97M-V/def2-TZVPD.

```
16
Properties=species:S:1:pos:R:3:nbo_charge:R:1
C 0.06 -0.69 1.02 -0.154
C 1.33 -0.32 0.93 -0.531
C -2.05 0.39 0.68 -0.369
C -0.97 -0.12 0.11 -0.028
C -0.81 -0.31 -1.34 -0.659
P 2.30 0.32 -0.45 0.686
S 3.87 -0.99 -0.08 -0.313
Cl 2.75 2.09 0.45 -0.302
H -0.29 -0.92 1.98 0.213
H 2.10 -0.61 1.65 0.217
H -2.74 0.82 -0.06 0.195
H -2.15 0.63 1.67 0.200
H 4.82 -0.65 -1.05 0.170
H -0.02 0.11 -1.82 0.231
H -1.65 0.21 -1.86 0.214
H -0.81 -1.31 -1.79 0.230
```

As for the SMILES: C=C(C)/C=C\P(S)Cl. The energy relative to the best compared isomer or geometry (same formula, charge and spin) is 28.54 kcal per mole. Its largest force on an atom is 3.81 eV/A. The total energy is -37960.023 eV.

=====

[3]
Computed, not measured: C6H12As2F13O6Rb as an isolated structure in a non-equilibrium geometry, with wB97M-V/def2-TZVPD.

```
40
Properties=species:S:1:pos:R:3:nbo_charge:R:1
Rb -0.62 -1.44 1.71 0.994
As -5.15 0.86 5.56 2.806
F -5.08 0.65 3.80 -0.644
F -6.86 1.27 5.37 -0.636
F -5.23 1.09 7.30 -0.621
F -3.42 0.26 5.57 -0.641
F -4.68 2.56 5.30 -0.634
F -5.57 -0.87 5.76 -0.629
As 5.99 -2.86 2.14 2.787
F 7.72 -2.27 2.15 -0.634
F 6.46 -4.23 1.07 -0.624
F 4.28 -3.35 2.12 -0.627
F 5.53 -1.47 3.24 -0.643
F 5.61 -1.77 0.78 -0.634
F 6.34 -3.80 3.66 -0.624
F -1.93 -5.36 3.68 -0.996
C -3.60 -2.22 -4.78 -0.256
O -2.59 -3.19 -4.59 -0.515
C -1.35 -2.80 -4.13 0.993
O -1.12 -1.85 -3.41 -0.641
O -0.51 -3.75 -4.50 -0.500
C 0.94 -3.58 -4.34 -0.255
H -3.40 -1.82 -5.77 0.174
H -3.58 -1.50 -3.96 0.205
H -4.59 -2.66 -4.91 0.197
H 1.38 -2.81 -4.98 0.189
H 1.41 -4.54 -4.58 0.204
H 1.18 -3.34 -3.30 0.206
C 3.45 4.22 -0.51 -0.264
O 2.20 4.87 -0.97 -0.524
C 0.98 4.47 -0.51 0.989
O 0.84 3.60 0.35 -0.638
O 0.06 5.33 -0.98 -0.498
C -1.30 5.10 -0.68 -0.259
H 3.71 3.25 -0.93 0.202
H 3.24 4.01 0.53 0.207
H 4.28 4.93 -0.51 0.200
H -1.45 5.30 0.38 0.195
H -1.54 4.04 -0.83 0.192
H -2.03 5.65 -1.27 0.198
```

The energy relative to the best compared isomer or geometry (same formula, charge and spin) is 82.83 kcal per mole. Its largest force on an atom is 2.60 eV/A. As for the total charge: -2. The total energy is -176369.399 eV.

=====

[4]
Computed, not measured: a 2-piece molecular cluster, C6H15N3 overall in a non-equilibrium geometry, with wB97M-V/def2-TZVPD.

```
24
Properties=species:S:1:pos:R:3:nbo_charge:R:1
C 1.07 0.72 2.05 -0.426
C 1.61 0.03 -0.19 0.627
N 1.32 -1.32 -0.12 -0.856
N 2.59 0.35 -1.11 -0.839
N 1.19 0.94 0.63 -0.636
H 3.18 -0.37 -1.48 0.391
H 0.71 -1.58 0.63 0.403
H 1.26 -1.80 -1.01 0.392
H 2.91 1.30 -1.06 0.410
H 0.01 0.56 2.30 0.177
H 1.42 1.63 2.54 0.198
H 1.62 -0.11 2.50 0.170
C -2.29 -0.28 1.33 -0.641
C -0.89 0.20 -2.28 -0.651
C -1.49 -0.46 0.08 -0.214
C -1.36 0.47 -0.89 -0.146
H -1.37 -1.50 -0.21 0.172
H -1.61 1.50 -0.65 0.195
H -1.86 -0.86 2.15 0.203
H 0.06 0.69 -2.48 0.225
H -2.37 0.78 1.59 0.215
H -3.30 -0.67 1.19 0.215
H -1.59 0.64 -3.01 0.220
H -0.82 -0.87 -2.49 0.200
```

As for the SMILES: CN=C(N)N.C/C=C/C. The energy relative to the best compared isomer or geometry (same formula, charge and spin) is 42.80 kcal per mole. Its largest force on an atom is 2.64 eV/A. The total energy is -10934.054 eV.